Entry 1:
C4H5N3 | ωB97M-V with the def2-TZVPD basis set

Computed properties:
SMILES = CNC(C#N)C#N
Electronic energy = -8697.171 eV
HOMO-LUMO gap = 10.5 eV
LUMO = 0.45 eV
E_HOMO = -10.09 eV
Molar mass = 95.10 g mol⁻¹
Strongest force on any atom = 1.73 eV/Å

The geometry in ORCA input format:
```
! RIJCOSX wB97M-V def2-TZVPD def2/J DEFGRID3
* xyz 0 1
C 1.27966 0.94657 0.02391
N 0.11235 0.36509 -0.65420
C -0.88159 -0.32119 0.10130
C -2.00157 -0.81586 -0.76473
N -2.93693 -1.12496 -1.37631
C -0.12240 -1.26558 1.12586
N 0.86618 -1.44992 1.71307
H 1.09996 2.00851 0.20331
H 2.17300 0.82015 -0.59431
H 1.54292 0.49149 0.99359
H 0.24493 0.02361 -1.59674
H -1.37651 0.32209 0.82525
*
```

---

Entry 2:
C14H18Cl5N3O7P2RhS2 | ωB97M-V with the def2-TZVPD basis set

Computed properties:
Electronic energy = -139476.726 eV
HOMO-LUMO gap (alpha / beta) = 7.2 / 5.2 eV
LUMO (alpha / beta) = -2.74 / -6.10 eV
<S²> = 6.01
E_HOMO (alpha / beta) = -9.95 / -11.34 eV
Molar mass = 746.57 g mol⁻¹
Strongest force on any atom = 4.76 eV/Å

The geometry in ORCA input format:
```
! RIJCOSX wB97M-V def2-TZVPD def2/J DEFGRID3
* xyz 1 5
Rh 0.07339 12.09559 12.70197
C 3.69032 15.53824 14.91353
C 2.40244 14.97480 14.26603
O 1.41236 15.98098 14.08297
P 1.63334 13.56696 15.15729
O 2.68810 12.36357 15.35105
O 1.57912 14.38067 16.50658
O 0.31698 13.21146 14.55973
P 2.77109 14.35962 12.49234
O 4.31991 13.97966 12.33890
O 2.33943 15.44912 11.57198
O 2.04659 13.06719 12.27692
H 3.43392 16.32635 15.59918
H 4.27852 15.89941 14.07334
H 4.30342 14.79974 15.49877
H 1.31531 16.10268 13.06463
H 2.63163 11.76110 14.57999
H 1.01767 13.86640 17.17934
H 4.78859 14.83642 12.27274
Cl 0.48003 10.54127 10.27074
C -1.08910 10.19102 10.93307
C -1.32258 10.76363 12.20294
C -2.53566 10.66252 12.85874
Cl -2.72811 11.44042 14.35740
C -3.57976 9.92247 12.16703
Cl -5.21178 9.91347 12.72444
C -3.35093 9.31337 10.91778
Cl -4.50801 8.25178 10.23467
C -2.11056 9.52375 10.28578
Cl -2.02025 9.35821 8.55591
C 0.09441 16.35922 9.88766
N -0.64341 15.25289 10.39463
C -1.04664 15.15466 11.65879
S -1.68653 13.65015 12.33782
N -1.26591 16.33839 12.28885
C -1.61244 16.55881 13.70881
H 0.57145 16.02682 8.93981
H 0.96846 16.56214 10.55364
H -0.57658 17.22625 9.81123
H -0.53771 14.36430 9.88885
H -1.22534 17.24136 11.76953
H -1.88400 15.60533 14.21615
H -2.38718 17.30045 13.82096
H -0.69556 16.96985 14.17217
S 1.54317 7.90706 13.81188
C 2.82268 8.83938 13.09748
C 2.53196 10.16111 12.83504
N 1.24251 10.51365 13.44954
C 0.73533 9.40926 14.00193
H 3.65951 8.26925 12.68304
H 3.03606 10.97097 12.26805
H -0.22065 9.43557 14.49740
*
```

---

Entry 3:
C48H41F6N4 | ωB97M-V with the def2-TZVPD basis set

Computed properties:
Electronic energy = -72697.588 eV
HOMO-LUMO gap = 5.7 eV
LUMO = -4.58 eV
E_HOMO = -10.30 eV
Molar mass = 787.87 g mol⁻¹
Strongest force on any atom = 4.36 eV/Å

The geometry in ORCA input format:
```
! RIJCOSX wB97M-V def2-TZVPD def2/J DEFGRID3
* xyz 1 1
N 5.83122 2.33673 4.26440
C 4.76263 2.03757 3.83975
C 3.38269 1.85937 3.45662
C 2.59421 0.90191 4.08556
C 1.35842 0.53099 3.55103
C 0.87962 1.09005 2.36247
C -0.11324 0.35776 1.43937
C -1.07634 -0.43705 2.31994
N -2.18049 0.22873 2.74568
C -2.41200 1.70591 2.66505
C -3.83760 1.91218 3.25351
C -4.55551 0.58383 3.07503
C -3.46591 -0.50112 2.87157
C -0.78495 -1.79658 2.83205
C 0.09018 -2.67614 2.12364
C 0.39542 -3.94413 2.61539
C -0.15193 -4.42033 3.80750
C -0.94318 -3.53831 4.57032
C -1.21967 -2.24655 4.12425
C 1.53256 2.27402 1.93165
C 2.73874 2.70344 2.52628
H 3.04343 0.30577 4.87526
H 0.87356 -0.35697 4.01806
H -0.65538 1.07519 0.89395
H -1.67870 2.32635 3.21092
H -2.45441 2.01709 1.59684
H -3.76727 2.18869 4.31410
H -4.37942 2.72593 2.76285
H -5.19102 0.29885 3.91443
H -5.21674 0.59048 2.19923
H -3.62139 -1.04713 1.92452
H -3.47840 -1.23670 3.69433
H 0.44472 -2.51563 1.09783
H 1.04864 -4.58623 2.01296
H 0.09814 -5.41404 4.18886
H -1.36553 -3.86458 5.52682
H -1.83860 -1.58109 4.74514
H 1.16465 2.86330 1.06397
H 3.32348 3.54329 2.15928
F 6.42694 -0.16213 -5.33834
C 6.06492 0.43429 -4.16942
F 5.76712 -0.56857 -3.28265
F 7.18435 1.04662 -3.66112
C 4.93143 1.42311 -4.24571
N 4.73593 1.97886 -2.89940
C 5.18932 3.28190 -2.67233
C 4.70601 4.33298 -3.46276
C 5.17555 5.61492 -3.22486
C 6.14055 5.83304 -2.23858
C 6.60337 4.77718 -1.44365
C 6.11698 3.49002 -1.64292
C 3.62537 1.47778 -2.22528
C 3.79767 0.90269 -0.96143
C 2.76329 0.25473 -0.29204
C 1.46936 0.37691 -0.82647
C 0.36603 -0.25581 0.00330
C -0.65762 -0.99266 -0.86071
C -1.81714 -1.42591 -0.21604
C -2.78278 -2.16635 -0.89257
C -2.68567 -2.41186 -2.27176
N -3.65084 -3.14881 -2.96824
C -4.22137 -4.32865 -2.28430
C -3.98103 -5.50040 -3.19688
F -4.47418 -6.68138 -2.74361
F -4.54708 -5.26085 -4.42674
F -2.62874 -5.65266 -3.40228
C -4.39371 -2.60476 -4.02016
C -3.70050 -2.22653 -5.17322
C -4.39586 -1.63253 -6.22184
C -5.77955 -1.49553 -6.13659
C -6.47612 -1.91146 -5.00577
C -5.79685 -2.45050 -3.91832
C -1.51844 -2.00468 -2.87753
C -0.55645 -1.28622 -2.21884
C 1.25971 0.99801 -2.06208
C 2.35318 1.45262 -2.78896
H 5.24675 2.21082 -4.93260
H 4.03887 0.88520 -4.59501
H 3.94471 4.10466 -4.21578
H 4.78398 6.43049 -3.82515
H 6.54872 6.82706 -2.10372
H 7.35333 4.93737 -0.66193
H 6.44082 2.62326 -1.04448
H 4.77828 0.93380 -0.49598
H 2.93202 -0.27356 0.65804
H 0.98918 -0.84070 0.74057
H -2.04898 -1.21517 0.82996
H -3.64999 -2.60383 -0.40348
H -3.67896 -4.50859 -1.34528
H -5.31144 -4.22481 -2.12629
H -2.62786 -2.42583 -5.24349
H -3.82650 -1.32409 -7.08938
H -6.32675 -1.07827 -6.96708
H -7.56028 -1.84925 -4.92993
H -6.27820 -2.73046 -2.96847
H -1.34012 -2.34814 -3.86190
H 0.24374 -0.94249 -2.85438
H 0.25827 1.25557 -2.49242
H 2.27137 1.89999 -3.79189
*
```

---

Entry 4:
C17H68BeN34O21S | ωB97M-V with the def2-TZVPD basis set

Computed properties:
Electronic energy = -123637.361 eV
HOMO-LUMO gap = 6.7 eV
LUMO = -1.43 eV
E_HOMO = -8.13 eV
Molar mass = 1126.03 g mol⁻¹
Strongest force on any atom = 13.36 eV/Å

The geometry in ORCA input format:
```
! RIJCOSX wB97M-V def2-TZVPD def2/J DEFGRID3
* xyz 0 1
Be 0.48495 1.45056 1.06106
S -0.35306 -0.13748 -1.34253
O -0.52715 -0.54328 0.05491
O 0.25181 1.16417 -1.32724
O 0.60925 -1.02103 -2.00194
O -1.62461 -0.15594 -2.02565
C -3.93727 -2.91898 -5.06526
O -4.06685 -4.11205 -5.22478
N -2.98625 -2.20216 -5.59883
N -4.75126 -2.20805 -4.35411
H -2.26952 -2.58246 -6.20031
H -2.71363 -1.32757 -5.17354
H -5.38712 -2.62424 -3.68886
H -4.74352 -1.21948 -4.56093
C -3.17104 2.42664 0.61453
O -2.10165 2.21655 1.14084
N -3.98303 1.49053 0.37251
N -3.60999 3.60516 0.38363
H -4.91569 1.71123 0.05387
H -3.80686 0.55704 0.71551
H -4.38570 3.86341 -0.20939
H -2.94875 4.36041 0.49526
C -0.05543 3.59702 -3.49601
O -0.21932 4.52326 -4.28290
N -0.80911 3.33844 -2.48269
N 0.85715 2.63692 -3.58956
H -1.33145 4.11478 -2.10249
H -0.71678 2.45846 -1.99565
H 1.43425 2.50634 -4.40810
H 0.90728 1.98280 -2.82163
C -2.47461 3.91841 4.41342
O -2.43317 4.33370 5.52263
N -3.57444 3.42865 3.85731
N -1.46492 3.64914 3.61701
H -4.42984 3.60538 4.36442
H -3.58621 2.86221 3.02119
H -0.52653 3.78428 3.96524
H -1.60458 3.16744 2.74034
C -1.82058 0.02383 3.44699
O -0.76171 0.67211 3.32269
N -2.54562 0.00944 4.41935
N -2.18183 -0.84717 2.50445
H -2.27823 0.69803 5.10815
H -3.46695 -0.40031 4.36142
H -3.00378 -1.43399 2.49299
H -1.56109 -0.86591 1.70794
C 3.40258 -1.37857 -3.91710
O 4.37539 -1.41414 -4.62959
N 2.91608 -2.39847 -3.27974
N 2.77513 -0.28594 -3.51535
H 2.70918 -3.11199 -3.96398
H 2.30691 -2.06519 -2.54630
H 2.92856 0.49179 -4.14121
H 2.23470 -0.38061 -2.66737
C -3.04193 1.10468 -4.99750
O -3.41005 1.37339 -6.16209
N -3.78610 1.20691 -3.94127
N -2.07953 0.25449 -4.75763
H -3.34293 0.93678 -3.07482
H -4.56377 1.85135 -3.93696
H -1.28026 0.20090 -5.37277
H -2.02505 -0.04957 -3.79602
C 1.93019 2.46196 4.10804
O 1.66999 2.44834 3.01730
N 1.46603 1.62756 5.00799
N 2.59289 3.37637 4.66754
H 0.82831 1.01942 4.51446
H 1.61506 1.47934 5.99588
H 3.36850 3.88566 4.26859
H 2.72583 3.15934 5.64494
C 5.13430 5.32759 1.09091
O 5.00506 6.29161 0.35289
N 4.33179 4.31692 0.99853
N 6.02563 5.19156 2.00754
H 3.52999 4.45609 0.40032
H 4.22194 3.58922 1.69025
H 6.14342 4.26916 2.40174
H 6.68055 5.93972 2.18487
C 3.98686 0.99953 -0.40475
O 2.96954 1.24947 0.26209
N 4.95402 1.93240 -0.57143
N 4.26184 -0.23126 -0.87736
H 5.75965 1.65206 -1.11223
H 4.78849 2.91398 -0.40054
H 5.00430 -0.15554 -1.55789
H 3.78164 -1.04682 -0.52469
C 6.20670 -2.93680 -0.57321
O 5.94569 -2.39718 0.46315
N 7.23467 -2.84727 -1.26830
N 5.33695 -3.70098 -1.12377
H 7.88115 -2.16084 -0.90640
H 7.17660 -3.21271 -2.20808
H 4.39190 -3.75344 -0.77134
H 5.62937 -4.33903 -1.85005
C -0.21659 -4.06405 -3.46671
O -0.50815 -5.25906 -3.59365
N 0.26736 -3.58448 -2.39034
N -0.23135 -3.11987 -4.33965
H 0.33454 -4.28093 -1.66196
H 0.40283 -2.58883 -2.28819
H -0.66225 -3.46490 -5.18545
H -0.23615 -2.13870 -4.10008
C 0.41556 5.10119 0.60799
O 0.60231 3.88817 0.67971
N -0.53433 5.67092 1.17684
N 0.91628 5.89380 -0.26300
H -0.72501 6.63688 0.95174
H -1.10591 5.32156 1.93270
H 0.59644 6.84888 -0.33796
H 1.37288 5.44150 -1.04214
C -0.05559 -4.68837 3.31504
O -0.37284 -5.43739 2.34515
N -0.44738 -3.48431 3.53010
N 0.86993 -5.01007 4.22437
H -1.14270 -3.03979 2.94784
H -0.02788 -3.02703 4.32697
H 1.00986 -4.35686 4.98189
H 1.27002 -5.93745 4.22405
C -3.90064 -2.74108 -1.16912
O -4.49869 -3.76665 -1.10716
N -4.28359 -1.57737 -0.70048
N -2.68251 -2.66208 -1.53842
H -3.60205 -0.84189 -0.82162
H -5.22560 -1.43882 -0.36354
H -2.33612 -1.74471 -1.78040
H -2.12185 -3.47776 -1.73949
C -4.13071 -3.95019 3.20131
O -4.01793 -2.98281 2.45859
N -5.01975 -4.14856 4.12432
N -3.43790 -5.07317 3.12738
H -5.60211 -3.38508 4.43748
H -5.03467 -5.10374 4.45218
H -3.47783 -5.75433 3.87204
H -2.88232 -5.24576 2.30176
C 2.00794 -1.77643 1.85990
O 1.81317 -0.70475 2.31146
N 1.34287 -2.25211 0.82230
N 2.85265 -2.63912 2.15138
H 1.21083 -3.21298 0.54053
H 0.63303 -1.62508 0.47149
H 3.41462 -2.53976 2.98469
H 3.07438 -3.37399 1.49496
*
```

---

Entry 5:
C38H42AlCl3N7O5PS | ωB97M-V with the def2-TZVPD basis set

Computed properties:
Electronic energy = -125041.114 eV
HOMO-LUMO gap = 6.4 eV
LUMO = -6.26 eV
E_HOMO = -12.61 eV
Molar mass = 873.18 g mol⁻¹
Strongest force on any atom = 0.94 eV/Å

The geometry in ORCA input format:
```
! RIJCOSX wB97M-V def2-TZVPD def2/J DEFGRID3
* xyz 2 1
Al 0.11473 1.13456 0.86503
N -4.08990 0.79443 0.23269
C -2.79224 0.93865 0.04567
N -1.91374 1.02102 1.01344
C -2.34250 0.90992 2.33790
N -1.48896 0.94440 3.30956
N -0.21334 1.08698 2.79301
C 0.79547 0.93279 3.55440
C 2.10416 1.07178 2.88925
C 3.30507 0.94827 3.54629
C 4.47459 1.10177 2.80473
C 4.38761 1.38249 1.45430
C 3.13254 1.49658 0.87084
N 2.01516 1.34620 1.57180
C -3.76240 0.72407 2.59971
C -4.27500 0.58590 3.89341
C -5.62721 0.39786 4.07694
C -6.48733 0.33819 2.97573
C -6.00199 0.47182 1.69101
C -4.63691 0.66635 1.51995
H -4.69136 0.71260 -0.57676
H -2.45288 0.97648 -0.98515
H 0.69423 0.70775 4.61069
H 3.33324 0.73041 4.60405
H 5.43945 1.00160 3.28156
H 5.27250 1.50543 0.84812
H 3.02186 1.70577 -0.18603
H -3.59838 0.62615 4.73460
H -6.02493 0.29354 5.07555
H -7.54542 0.18028 3.13088
H -6.66351 0.42154 0.83701
Cl -2.47294 -1.04041 -3.65602
C -2.00194 0.61651 -3.81964
C -0.72983 0.94080 -4.26544
C -0.36363 2.27555 -4.33020
C -1.22067 3.30081 -3.93421
C -0.69524 4.72734 -3.81952
C -0.83312 5.35917 -2.42741
N -0.34333 4.56540 -1.27483
C 0.24200 5.09093 -0.14347
C 0.49842 4.05506 0.69002
N 0.07537 2.89032 0.07160
C -0.42977 3.24850 -1.09907
O 0.59767 4.84095 -4.36172
C 1.71154 4.55107 -3.51159
C 2.94554 4.58684 -4.34232
C 3.53242 5.74036 -4.77469
Cl 3.00992 7.33303 -4.41119
S 4.90996 5.46684 -5.73648
C 4.73241 3.77583 -5.58046
C 3.65441 3.44639 -4.81785
C -2.51952 2.93625 -3.59014
Cl -3.72269 4.13612 -3.21230
C -2.91973 1.61017 -3.52019
H -0.04203 0.16084 -4.55423
H 0.62441 2.53541 -4.68204
H -1.32307 5.36833 -4.45064
H -1.87674 5.59084 -2.22808
H -0.26926 6.29176 -2.42061
H 0.42490 6.14476 -0.04051
H 0.96288 4.06514 1.65969
H -0.83281 2.56831 -1.82488
H 1.60366 3.55907 -3.05190
H 1.77376 5.29483 -2.71014
H 5.42679 3.11561 -6.06928
H 3.36303 2.42703 -4.60984
H -3.93924 1.36294 -3.26393
C 3.02998 -3.69742 -1.67528
C 2.70049 -3.17237 -0.29351
C 2.50039 -4.28547 0.71338
C 3.72669 -2.15182 0.16723
O 1.40087 -2.48432 -0.47710
P 0.58597 -1.69947 0.59494
O 1.20956 -1.52823 1.92633
O 0.34339 -0.30297 -0.08117
O -0.83380 -2.35185 0.70559
C -1.72333 -3.21109 -0.09166
C -1.99983 -4.41301 0.78863
C -2.97278 -2.37143 -0.30675
C -1.12734 -3.62208 -1.42374
H 3.98278 -4.22535 -1.64638
H 3.10794 -2.87888 -2.38863
H 2.26594 -4.39235 -2.01985
H 3.44826 -4.80522 0.86153
H 1.77698 -5.01252 0.34415
H 2.16631 -3.89638 1.67367
H 4.70828 -2.62514 0.21196
H 3.48190 -1.77133 1.15666
H 3.77952 -1.32496 -0.54271
H -2.41488 -4.10288 1.74613
H -1.08431 -4.97280 0.97207
H -2.71237 -5.07627 0.29774
H -3.36224 -2.01861 0.64916
H -3.74726 -2.96127 -0.79722
H -2.74012 -1.52104 -0.95321
H -0.26453 -4.27063 -1.30326
H -0.83360 -2.76234 -2.02376
H -1.89475 -4.17386 -1.96925
*
```